(1)
C5H14 | ωB97M-V/def2-TZVPD

Geometry as XYZ:
```
19
Properties=species:S:1:pos:R:3:lowdin_spin:R:1
C 2.13296 0.53636 -0.22300 0.266
C 1.06397 -0.36617 -1.01034 0.204
C 1.72608 0.81528 1.14784 0.192
H 2.25868 1.46840 -0.78130 0.022
H 3.05101 -0.07140 -0.14032 0.067
H 1.28486 -0.47474 -2.07243 0.001
H 0.95924 -1.35706 -0.54835 0.005
H 2.26171 1.56256 1.77561 0.067
H 0.11398 0.16101 -0.87768 0.027
H 1.72876 -0.08226 1.76657 0.013
H 0.73799 1.34405 1.14163 0.066
C -2.20403 -1.23164 0.14094 0.031
C -2.52286 0.26324 -0.04700 0.012
H -1.44597 -1.45125 -0.65759 0.015
H -1.67680 -1.47285 1.05816 0.002
H -3.10551 -1.75486 -0.18932 0.001
H -1.81908 0.91047 0.50581 0.006
H -2.35398 0.51499 -1.08130 0.002
H -3.52726 0.54074 0.24687 0.000
```

Values from the calculation:
2S+1 = 2
max |F| = 0.0420 Eh/bohr
expectation value of S² = 0.753
net charge = +1
LUMO level (alpha / beta) = -3.056 / -10.963 eV
energy = -198.4628 a.u.
gap between HOMO and LUMO (alpha / beta) = 12.26 / 4.17 eV
relative energy (zero: lowest compared OMol25 entry of this formula, charge and spin) = 63.6 kJ/mol

(2)
C5H14 | ωB97M-V/def2-TZVPD

Geometry as XYZ:
```
19
Properties=species:S:1:pos:R:3:lowdin_spin:R:1
C 1.72514 -0.03240 -0.60042 0.035
C 2.07552 1.44293 -0.92081 0.025
H 2.61496 -0.65528 -0.59273 0.002
H 1.45770 -0.10648 0.46803 0.015
H 0.94822 -0.31226 -1.29678 0.000
H 1.16484 1.90927 -1.30890 0.000
H 2.89091 1.52993 -1.63918 0.010
H 2.33052 2.05582 -0.06446 0.001
C -1.08356 -1.03973 0.78319 0.294
C -1.88167 -1.16134 -0.48790 0.086
C -1.16173 0.44464 1.28211 0.248
H 0.04278 -1.20948 0.75515 0.091
H -1.46921 -1.65301 1.62113 0.035
H -2.78182 -0.55364 -0.39782 0.023
H -1.23579 -0.87085 -1.32369 0.018
H -0.83425 0.39572 2.35040 0.055
H -2.19690 0.76899 1.16890 0.026
H -2.08064 -2.20633 -0.71045 0.013
H -0.52501 1.25349 0.91422 0.023
```

Values from the calculation:
2S+1 = 2
max |F| = 0.0317 Eh/bohr
expectation value of S² = 0.752
net charge = +1
LUMO level (alpha / beta) = -2.887 / -10.865 eV
energy = -198.4593 a.u.
gap between HOMO and LUMO (alpha / beta) = 13.01 / 4.81 eV
relative energy (zero: lowest compared OMol25 entry of this formula, charge and spin) = 72.7 kJ/mol

(3)
C5H14 | ωB97M-V/def2-TZVPD

Geometry as XYZ:
```
19
Properties=species:S:1:pos:R:3:lowdin_spin:R:1
C -1.08731 1.69707 -0.72532 0.043
C 0.14410 2.34597 -1.35609 0.045
H -1.28997 1.03897 -1.53464 0.002
H -0.83108 1.25172 0.15491 0.014
H -1.94185 2.46755 -0.42328 0.014
H 0.90214 2.66391 -0.70605 0.005
H 0.07736 3.34846 -1.78384 0.023
H 0.67198 1.86946 -2.13278 0.003
C -0.07225 -1.43977 0.33998 0.253
C -0.18443 -2.12546 1.69823 0.184
C 1.19085 -0.68572 0.08646 0.052
H -0.26564 -2.18993 -0.44527 0.054
H -1.04810 -0.89955 0.35120 0.130
H -0.64654 -3.16949 1.63278 0.054
H -1.01153 -1.59916 2.28152 0.064
H 1.46926 -0.12299 0.84028 0.003
H 1.94127 -1.43265 -0.15820 0.031
H 0.82262 -2.08901 2.26941 0.016
H 1.20430 0.11012 -0.60552 0.011
```

Values from the calculation:
2S+1 = 2
max |F| = 0.1050 Eh/bohr
expectation value of S² = 0.752
net charge = +1
LUMO level (alpha / beta) = -3.000 / -10.912 eV
energy = -198.4182 a.u.
gap between HOMO and LUMO (alpha / beta) = 12.49 / 4.13 eV
relative energy (zero: lowest compared OMol25 entry of this formula, charge and spin) = 180.6 kJ/mol

(4)
C5H14 | ωB97M-V/def2-TZVPD

Geometry as XYZ:
```
19
Properties=species:S:1:pos:R:3:lowdin_spin:R:1
C 1.93535 -1.08098 -0.56521 0.273
C 2.15252 0.37966 -0.56372 0.177
C 0.47750 -1.39273 -0.94070 0.227
H 2.71065 -1.52163 -1.17213 0.024
H 1.94784 -1.57309 0.45176 0.090
H 1.99145 0.94730 -1.51207 0.055
H 3.22419 0.60892 -0.41335 0.048
H -0.31805 -0.82883 -0.41293 0.020
H 0.32158 -1.04895 -1.96521 0.048
H 1.50530 0.92423 0.11710 0.016
H 0.25173 -2.46428 -0.79663 0.018
C -1.84958 1.49244 0.54710 0.000
C -2.20433 0.27912 1.39782 0.001
H -2.67017 1.75804 -0.12829 0.000
H -1.61117 2.34054 1.18588 0.000
H -0.97285 1.31363 -0.08928 0.000
H -1.51146 -0.56595 1.31696 0.000
H -3.17301 -0.12518 1.10123 0.000
H -2.20750 0.55775 2.44167 0.000
```

Values from the calculation:
2S+1 = 2
max |F| = 0.0368 Eh/bohr
expectation value of S² = 0.753
net charge = +1
LUMO level (alpha / beta) = -3.134 / -10.839 eV
energy = -198.4709 a.u.
gap between HOMO and LUMO (alpha / beta) = 11.99 / 4.28 eV
relative energy (zero: lowest compared OMol25 entry of this formula, charge and spin) = 42.3 kJ/mol